[1]
An isolated ion of composition C4H13NOP and charge +1, computed with ωB97M-V/def2-TZVPD.

Each line ends with the Löwdin charge.
CARTESIAN COORDINATES (ANGSTROEM)
C (-1.456, -1.043, 2.580)  -0.01
N (-0.523, -0.546, 1.549)  -0.07
C (-1.003, 0.233, 0.293)  -0.07
P (0.759, 0.432, -0.888)  0.60
C (0.810, 1.919, -1.811)  -0.18
C (1.122, -0.976, -1.951)  -0.13
O (1.608, 0.460, 0.270)  -0.34
H (-2.326, -0.467, 2.678)  0.07
H (-1.774, -2.093, 2.388)  0.12
H (-0.902, -0.908, 3.619)  0.15
H (-0.093, -1.312, 1.024)  0.15
H (0.231, 0.021, 1.937)  0.14
H (-1.135, 1.266, 0.546)  0.07
H (-1.884, -0.325, 0.051)  0.08
H (1.824, 1.968, -2.287)  0.09
H (0.044, 2.029, -2.564)  0.06
H (0.702, 2.776, -1.034)  0.11
H (0.792, -0.955, -2.967)  0.06
H (2.157, -0.659, -2.070)  0.07
H (1.047, -1.819, -1.364)  0.03

Calculated values
HOMO (eV): -14.2
Charge: +1
Kohn-Sham gap (Eh): 0.4087
Total energy (eV): -17178.1313
Relative energy (zero: lowest compared OMol25 entry of this formula, charge and spin) (kcal/mol): 27.7

=====

[2]
A 2-piece molecular cluster, C4H13NOP overall, computed with ωB97M-V/def2-TZVPD.

Each line ends with the Löwdin charge.
CARTESIAN COORDINATES (ANGSTROEM)
C (-0.608, 0.094, -3.531)  0.00
C (-0.634, -0.253, 3.061)  -0.18
C (1.538, 1.262, 1.739)  -0.16
C (-0.382, -0.212, -2.105)  -0.09
N (-0.360, -1.372, -1.560)  0.22
O (0.889, -1.037, 0.779)  -0.42
P (0.107, 0.025, 1.452)  0.66
H (0.178, 0.708, -3.936)  0.11
H (-1.636, 0.614, -3.617)  0.15
H (-0.666, -0.746, -4.085)  0.05
H (0.078, -0.682, 3.724)  0.06
H (-1.044, 0.656, 3.315)  0.02
H (-1.523, -0.966, 2.948)  0.09
H (2.354, 0.560, 1.822)  0.04
H (1.580, 2.010, 0.902)  0.06
H (1.579, 1.804, 2.656)  0.03
H (-0.340, 0.669, -1.506)  0.11
H (-0.633, 0.738, 0.538)  0.01
H (0.142, -1.590, -0.659)  0.09
H (-0.619, -2.280, -1.935)  0.16

Calculated values
HOMO (eV): -13.8
Charge: +1
Kohn-Sham gap (Eh): 0.3394
Total energy (eV): -17178.2301
Relative energy (zero: lowest compared OMol25 entry of this formula, charge and spin) (kcal/mol): 25.4

=====

[3]
A 2-piece molecular cluster, C4H13NOS overall, computed with ωB97M-V/def2-TZVPD.

Each line ends with the Löwdin charge.
CARTESIAN COORDINATES (ANGSTROEM)
N (1.069, -0.312, -0.851)  -0.02
C (1.915, -0.242, 0.377)  -0.24
C (1.483, 0.989, 1.247)  -0.24
O (2.393, 0.996, 2.366)  -0.09
H (1.362, -1.083, -1.434)  0.07
H (1.324, 0.536, -1.370)  0.08
H (3.003, -0.166, 0.140)  0.11
H (1.810, -1.125, 1.007)  0.11
H (0.474, 0.809, 1.676)  0.11
H (1.497, 1.883, 0.637)  0.11
H (2.445, 1.913, 2.687)  0.09
C (-1.809, -0.438, -1.780)  -0.22
C (-1.979, -0.767, -0.293)  -0.61
S (-2.798, 0.656, 0.551)  0.64
H (-1.066, 0.331, -1.976)  0.04
H (-2.770, -0.153, -2.209)  0.06
H (-1.380, -1.312, -2.291)  0.07
H (-2.706, -1.618, -0.191)  0.08
H (-0.948, -0.895, 0.119)  0.03
H (-3.320, 0.000, 1.587)  -0.17

Calculated values
HOMO (eV): -8.7
Charge: 0
Kohn-Sham gap (Eh): 0.3526
Total energy (eV): -18730.8381
Relative energy (zero: lowest compared OMol25 entry of this formula, charge and spin) (kcal/mol): 27.0

=====

[4]
A 2-piece molecular cluster, C4H13NOS overall, computed with ωB97M-V/def2-TZVPD.

Each line ends with the Löwdin charge.
CARTESIAN COORDINATES (ANGSTROEM)
C (1.635, 1.267, -1.018)  -0.12
N (0.393, 0.543, -0.828)  -0.10
C (0.450, -0.482, 0.243)  -0.55
C (-0.222, -1.762, -0.151)  -0.10
C (-0.331, 0.111, 1.413)  -0.44
S (0.820, -0.073, 2.945)  0.66
H (1.299, 2.295, -1.063)  0.07
H (2.352, 1.144, -0.185)  0.08
H (2.301, 0.914, -1.856)  0.09
H (0.229, 0.017, -1.624)  0.06
H (1.451, -0.842, 0.442)  0.10
H (0.256, -2.320, -1.050)  0.11
H (-0.091, -2.543, 0.644)  0.09
H (-1.325, -1.541, -0.334)  0.10
H (-0.765, 1.114, 1.183)  0.09
H (-1.179, -0.557, 1.625)  0.06
H (-0.085, -0.504, 3.841)  -0.17
O (-2.717, 0.987, -1.358)  0.00
H (-2.411, 1.311, -2.154)  0.00
H (-2.060, 0.921, -0.717)  -0.04

Calculated values
HOMO (eV): -9.2
Charge: 0
Kohn-Sham gap (Eh): 0.3669
Total energy (eV): -18730.2464
Relative energy (zero: lowest compared OMol25 entry of this formula, charge and spin) (kcal/mol): 40.7

=====

[5]
A 2-piece molecular cluster, C4H13NS overall, computed with ωB97M-V/def2-TZVPD.

Each line ends with the Löwdin charge.
CARTESIAN COORDINATES (ANGSTROEM)
C (-0.511, 1.534, 1.493)  -0.12
C (0.229, 0.280, 2.218)  -0.30
N (1.165, 0.932, 3.182)  -0.05
H (-1.163, 2.238, 1.986)  0.05
H (-1.051, 1.242, 0.542)  0.07
H (0.442, 2.070, 1.247)  0.07
H (0.874, -0.302, 1.558)  0.07
H (-0.728, -0.044, 2.632)  0.09
H (1.002, 0.509, 4.129)  0.08
H (0.761, 1.863, 3.185)  0.03
C (-0.064, 0.225, -2.358)  -0.39
S (0.531, -1.265, -1.403)  0.68
C (-0.211, -2.596, -2.509)  -0.40
H (0.467, 0.157, -3.261)  0.00
H (-0.994, 0.380, -2.724)  0.00
H (0.257, 1.095, -1.775)  0.03
H (0.149, -2.379, -3.570)  0.04
H (-1.288, -2.364, -2.514)  0.02
H (0.134, -3.577, -2.060)  0.04

Calculated values
HOMO (eV): -8.5
Charge: 0
Kohn-Sham gap (Eh): 0.3500
Total energy (eV): -16682.0205
Relative energy (zero: lowest compared OMol25 entry of this formula, charge and spin) (kcal/mol): 47.7

=====

[6]
One molecule with the formula C4H13NSi2, computed with ωB97M-V/def2-TZVPD.

Each line ends with the Löwdin charge.
CARTESIAN COORDINATES (ANGSTROEM)
C (-1.742, 0.918, 1.419)  -0.43
C (-2.504, 0.455, 0.232)  -0.13
C (2.183, 0.463, -0.317)  -0.23
C (0.542, -2.478, -1.061)  -0.25
N (0.743, 0.415, -0.179)  -0.46
Si (0.070, 1.420, 1.061)  0.55
Si (-0.100, -0.698, -1.214)  0.69
H (-2.210, 1.801, 1.868)  0.06
H (-1.746, 0.142, 2.185)  0.06
H (-3.167, -0.386, 0.341)  0.01
H (-2.803, 1.195, -0.490)  0.02
H (2.553, 1.461, -0.085)  0.06
H (2.675, -0.241, 0.362)  0.08
H (2.484, 0.220, -1.335)  0.07
H (0.912, -2.681, -0.059)  0.02
H (-0.230, -3.209, -1.283)  0.01
H (1.363, -2.655, -1.756)  0.02
H (0.170, 2.825, 0.633)  -0.04
H (0.874, 1.286, 2.292)  -0.04
H (-0.067, -0.256, -2.615)  -0.07

Calculated values
HOMO (alpha / beta) (eV): -7.5 / -7.1
Charge: 0
Kohn-Sham gap (alpha / beta) (Eh): 0.2842 / 0.2761
Total energy (eV): -21602.5189
Relative energy (zero: lowest compared OMol25 entry of this formula, charge and spin) (kcal/mol): 43.9

=====

[7]
A 5-piece molecular cluster, C4H14Cl4O3 overall, computed with ωB97M-V/def2-TZVPD.

Each line ends with the Löwdin charge.
CARTESIAN COORDINATES (ANGSTROEM)
Cl (-9.759, -5.525, -0.314)  0.55
C (-11.042, -5.503, -1.545)  -0.71
C (-10.855, -6.430, -2.666)  -0.70
Cl (-10.652, -8.067, -2.135)  0.67
H (-11.046, -4.495, -2.021)  0.08
H (-11.956, -5.692, -0.940)  0.07
H (-9.930, -6.207, -3.262)  0.07
H (-11.794, -6.389, -3.263)  0.06
Cl (-8.509, -3.880, -4.752)  0.58
C (-7.449, -3.014, -3.649)  -0.69
C (-6.126, -2.843, -4.346)  -0.69
Cl (-5.433, -1.323, -3.758)  0.55
H (-7.461, -3.598, -2.748)  0.06
H (-7.892, -2.075, -3.343)  0.06
H (-6.254, -2.711, -5.449)  0.06
H (-5.370, -3.675, -4.224)  0.10
O (-13.217, -8.939, -0.778)  -0.06
H (-12.481, -8.949, -1.369)  -0.08
H (-13.681, -9.753, -0.856)  0.04
O (-14.304, -6.691, -1.972)  -0.08
H (-14.023, -7.436, -1.391)  0.00
H (-15.157, -6.329, -1.732)  0.04
O (-12.634, -4.271, -3.630)  -0.09
H (-13.090, -4.671, -2.852)  0.03
H (-12.771, -4.924, -4.335)  0.05

Calculated values
HOMO (eV): -10.7
Charge: 0
Kohn-Sham gap (Eh): 0.4099
Total energy (eV): -60607.4826

=====

[8]
A 2-piece molecular cluster, C4H14N2 overall, computed with ωB97M-V/def2-TZVPD.

Each line ends with the Löwdin charge.
CARTESIAN COORDINATES (ANGSTROEM)
C (0.000, 0.000, 0.000)  -0.11
C (-1.005, -0.936, 0.722)  -0.33
N (-1.739, -0.113, 1.720)  -0.06
H (-0.550, 0.688, -0.664)  0.07
H (0.723, -0.572, -0.606)  0.05
H (0.557, 0.597, 0.741)  0.07
H (-1.767, -1.351, 0.034)  0.10
H (-0.580, -1.779, 1.300)  0.09
H (-2.062, -0.637, 2.541)  0.06
H (-1.322, 0.752, 2.081)  0.06
C (4.446, -2.474, 0.594)  -0.11
C (3.318, -2.794, -0.501)  -0.32
N (3.441, -4.242, -0.790)  -0.05
H (5.432, -2.339, 0.118)  0.06
H (4.531, -3.263, 1.360)  0.06
H (4.162, -1.531, 1.090)  0.05
H (2.333, -2.559, -0.055)  0.08
H (3.440, -2.163, -1.402)  0.10
H (2.683, -4.670, -0.247)  0.06
H (3.258, -4.482, -1.771)  0.06

Calculated values
HOMO (eV): -8.9
Charge: 0
Kohn-Sham gap (Eh): 0.3615
Total energy (eV): -7354.4813
Relative energy (zero: lowest compared OMol25 entry of this formula, charge and spin) (kcal/mol): 14.7